ORCA calculation (ωB97M-V/def2-TZVPD) on a molecular structure, C51H28I4IrN5O3S at a distorted geometry.

XYZ file:
```
93
Properties=species:S:1:pos:R:3:forces:R:3:mulliken_charge:R:1
Ir 0.129 0.639 0.035 0.8 0.5 -1.0 2.213
I 8.454 -4.281 1.344 -0.3 0.1 0.0 0.085
C 6.557 -3.383 1.201 0.3 -0.1 0.0 -0.101
C 5.425 -4.179 1.166 0.0 -0.1 0.0 -0.714
C 4.177 -3.590 1.044 -0.2 0.1 0.1 -0.410
C 4.041 -2.205 0.950 0.2 0.0 0.0 -0.238
C 5.205 -1.425 1.005 -0.1 -0.1 -0.1 -0.171
C 6.456 -2.003 1.129 0.0 0.0 0.0 -0.736
C 2.750 -1.512 0.764 -0.3 0.3 0.3 0.868
C 1.814 -1.934 -0.197 0.2 0.0 0.0 -0.138
C 1.797 -3.139 -0.929 0.1 0.1 -0.1 -0.851
C 0.552 -3.239 -1.529 0.0 0.1 0.0 -1.055
C -0.163 -2.085 -1.176 0.2 -0.2 -0.2 0.054
C -1.555 -1.726 -1.486 0.0 0.1 0.1 0.648
C -2.655 -2.618 -1.176 -0.2 -0.1 0.1 0.839
C -2.560 -4.018 -1.184 0.1 0.1 -0.1 -0.377
C -3.584 -4.813 -0.703 0.0 -0.1 0.0 -0.928
C -4.725 -4.224 -0.181 -0.2 -0.1 0.1 -0.209
I -6.215 -5.406 0.711 0.2 0.1 -0.2 0.063
C -4.876 -2.845 -0.201 -0.1 0.0 0.0 -0.812
C -3.859 -2.058 -0.701 0.1 0.0 0.0 -0.269
C -1.825 -0.411 -1.920 0.0 0.2 -0.3 -0.225
N -1.062 0.656 -1.596 -0.7 -0.2 0.1 -0.089
C -1.604 1.759 -2.218 0.2 0.3 -0.1 0.153
C -1.271 3.071 -1.931 -0.1 -0.4 0.0 1.347
C -1.948 4.140 -2.714 0.0 0.1 0.0 -1.058
C -1.373 4.620 -3.884 0.0 -0.1 0.1 -0.110
C -1.994 5.627 -4.611 0.1 0.0 0.0 -0.696
C -3.191 6.148 -4.153 -0.2 0.2 -0.2 -0.084
I -4.140 7.675 -5.251 0.1 -0.2 0.2 0.077
C -3.783 5.673 -2.993 0.0 0.0 0.1 -0.749
C -3.155 4.671 -2.270 0.1 -0.1 0.0 0.299
C -0.441 3.484 -0.865 0.1 0.5 0.1 -0.087
C -0.280 4.819 -0.432 -0.1 -0.3 -0.3 -1.040
C 0.436 4.779 0.743 0.3 -0.2 0.3 -1.618
C 0.731 3.421 1.006 -0.3 0.5 -0.3 0.686
N 0.201 2.651 0.021 0.0 -0.1 0.0 -0.078
C 1.457 2.928 2.133 0.3 -0.6 0.3 1.397
C 1.879 1.619 2.258 0.0 0.5 -0.1 0.031
C 2.718 1.080 3.288 0.1 -0.2 0.0 -1.224
C 3.121 -0.151 2.871 0.1 0.2 0.1 -1.143
C 2.507 -0.395 1.598 0.1 -0.1 -0.2 -0.152
N 1.708 0.660 1.283 0.0 -0.2 0.6 -0.044
C 1.927 3.899 3.157 0.1 0.1 0.0 -1.245
C 3.187 4.476 3.011 0.0 0.0 0.0 0.233
C 3.680 5.356 3.961 0.0 0.0 0.0 -0.731
C 2.903 5.654 5.069 0.2 0.2 0.2 -0.038
I 3.654 6.976 6.525 -0.1 -0.2 -0.2 0.085
C 1.648 5.094 5.232 0.0 0.0 0.0 -0.670
C 1.162 4.217 4.272 -0.1 0.0 0.0 -0.016
C -2.697 1.332 -3.040 0.0 -0.1 -0.1 -0.797
C -2.866 0.002 -2.820 0.0 0.1 -0.1 -1.300
N 0.615 -1.278 -0.422 -0.4 0.0 0.2 0.237
H 5.507 -5.254 1.243 0.0 0.0 0.0 0.381
H 3.291 -4.211 1.062 0.0 0.0 0.0 0.656
H 5.132 -0.350 0.918 0.0 0.0 0.0 0.522
H 7.341 -1.383 1.167 0.0 0.0 0.0 0.388
H 2.607 -3.842 -1.021 0.0 0.0 0.0 0.755
H 0.220 -4.039 -2.167 0.0 0.0 0.0 0.704
H -1.681 -4.491 -1.593 0.0 0.0 0.1 0.234
H -3.480 -5.889 -0.730 0.0 0.0 0.1 0.394
H -5.770 -2.380 0.193 0.0 0.0 0.0 0.452
H -3.973 -0.983 -0.664 0.0 0.0 0.0 0.407
H -0.434 4.203 -4.228 0.0 0.0 0.0 0.533
H -1.538 5.998 -5.518 0.0 0.0 0.0 0.407
H -4.722 6.082 -2.647 0.0 0.0 0.0 0.418
H -3.598 4.274 -1.365 0.0 0.0 0.0 0.591
H -0.674 5.683 -0.940 0.0 0.0 0.0 0.545
H 0.734 5.604 1.369 0.0 0.0 0.0 0.531
H 2.949 1.575 4.217 0.1 0.0 0.0 0.608
H 3.748 -0.852 3.397 0.1 0.0 0.0 0.714
H 3.784 4.234 2.140 0.0 0.0 0.0 0.535
H 4.658 5.800 3.837 0.0 0.0 0.0 0.395
H 1.050 5.336 6.100 0.0 0.0 0.0 0.406
H 0.183 3.771 4.397 0.0 0.0 0.0 0.555
H -3.273 1.973 -3.686 0.0 0.0 0.0 0.586
H -3.593 -0.660 -3.263 0.0 0.0 0.0 0.650
O -3.651 2.241 0.037 0.1 -0.1 0.0 -0.603
C -3.216 1.490 0.895 -0.4 0.2 -0.1 -0.214
N -1.918 1.167 1.110 0.6 -0.7 0.4 0.049
S -1.721 0.070 2.303 -0.4 -0.1 0.2 0.691
O -0.907 0.595 3.364 -0.1 0.0 0.1 -0.701
O -1.294 -1.185 1.725 -0.1 -0.1 0.2 -0.644
C -3.433 -0.027 2.758 0.1 0.3 -0.2 0.668
C -4.069 -0.733 3.756 0.1 -0.1 0.1 -0.781
C -5.445 -0.573 3.874 0.1 -0.1 0.0 -0.539
C -6.143 0.258 3.004 -0.1 0.0 -0.1 -0.653
C -5.487 0.948 1.992 0.0 0.0 0.0 -0.344
C -4.115 0.802 1.890 -0.1 0.0 0.0 -0.286
H -3.514 -1.389 4.414 0.0 0.0 0.0 0.505
H -5.978 -1.103 4.652 0.0 0.0 0.0 0.443
H -7.214 0.369 3.123 0.0 0.0 0.0 0.412
H -6.011 1.589 1.296 0.0 0.0 0.0 0.516
```
Positions in Å, forces in eV/Å.

As for the orbital gap (alpha / beta): 4.77 / 4.93 eV. The expectation value of S² is 6.14. The LUMO energy (alpha / beta) comes out at -1.34 / -2.86 eV. The HOMO energy (alpha / beta) is -6.11 / -7.79 eV. The multiplicity is 5.


ORCA calculation (ωB97M-V/def2-TZVPD) on a molecular structure, C51H36AsCoN9O2S.

XYZ file:
```
101
Properties=species:S:1:pos:R:3:forces:R:3:mulliken_charge:R:1
Co -0.646 -0.101 -0.426 -0.4 0.0 0.3 -1.071
O 4.009 2.842 -4.111 0.0 0.1 0.0 -0.708
C 2.839 3.249 -4.142 0.0 0.0 0.0 0.239
O 2.251 4.117 -4.802 0.0 0.0 -0.1 -0.700
C 1.913 2.515 -3.139 0.0 0.0 0.1 -0.648
C 0.553 2.363 -3.405 0.0 0.0 0.0 -0.867
C -0.228 1.671 -2.502 -0.3 0.0 0.0 0.275
N 0.293 1.225 -1.356 0.1 -0.1 -0.1 1.449
C 1.590 1.371 -1.069 0.1 -0.1 0.2 0.091
C 2.441 1.994 -1.959 0.0 0.0 0.0 -0.724
C 1.908 0.798 0.266 -0.1 0.1 -0.1 0.251
C 3.041 1.112 0.995 0.1 0.0 0.0 -0.434
C 3.124 0.683 2.311 0.0 0.0 0.0 -1.062
C 2.082 -0.057 2.847 0.0 0.0 0.0 -0.934
C 1.009 -0.380 2.034 0.0 -0.2 0.0 -0.093
N 0.923 0.032 0.774 0.2 0.1 -0.1 0.924
C -1.659 1.285 -2.632 0.2 0.1 0.1 0.454
C -2.511 1.738 -3.618 -0.1 0.0 -0.1 -0.406
C -3.836 1.323 -3.599 0.1 0.0 0.0 -1.112
C -4.269 0.479 -2.592 0.0 0.0 0.0 -0.910
C -3.352 0.049 -1.645 0.0 -0.1 -0.1 -0.409
N -2.079 0.434 -1.671 0.0 0.1 -0.1 1.573
H 0.157 2.779 -4.322 0.1 0.0 0.0 0.617
H 3.509 2.067 -1.796 0.0 0.0 0.0 0.660
H 3.820 1.713 0.545 0.0 0.0 0.0 0.564
H 3.982 0.943 2.917 0.0 0.0 0.0 0.536
H 2.097 -0.392 3.874 0.0 0.0 0.0 0.550
H 0.195 -0.996 2.391 0.0 0.0 0.0 0.199
H -2.142 2.408 -4.382 0.0 0.0 0.0 0.584
H -4.522 1.656 -4.367 0.0 0.0 0.0 0.479
H -5.295 0.146 -2.533 0.0 0.0 0.0 0.589
H -3.625 -0.638 -0.856 0.0 0.0 0.0 0.341
N 10.644 -2.843 0.414 0.0 0.0 0.0 -0.491
C 9.503 -2.851 0.282 -0.1 0.0 0.0 0.057
C 8.071 -2.861 0.132 0.1 0.0 0.0 0.398
C 7.480 -3.500 -0.953 0.0 0.0 0.0 -1.090
C 6.104 -3.530 -1.078 0.0 0.0 0.0 -0.420
C 5.302 -2.915 -0.123 0.0 0.0 0.0 1.557
C 5.894 -2.253 0.950 0.0 0.0 0.0 -0.017
C 7.269 -2.233 1.079 0.0 0.0 0.0 -1.172
N 3.893 -2.972 -0.230 0.1 -0.1 0.0 0.364
C 3.150 -3.416 -1.309 0.0 0.1 -0.1 -0.372
C 1.852 -3.370 -0.913 -0.1 0.0 0.1 -1.071
N 1.758 -2.916 0.384 0.2 -0.1 0.1 -0.245
C 2.987 -2.703 0.761 -0.1 0.0 -0.1 -0.520
H 8.101 -3.979 -1.698 0.0 0.0 0.0 0.446
H 5.661 -4.044 -1.918 0.0 0.0 0.0 0.349
H 5.287 -1.745 1.685 0.0 0.0 0.0 0.215
H 7.727 -1.722 1.915 0.0 0.0 0.0 0.437
H 3.591 -3.679 -2.253 0.0 0.0 0.0 0.380
H 0.973 -3.652 -1.464 0.0 0.0 0.0 0.618
H 3.281 -2.374 1.742 0.0 0.0 0.0 0.577
N 2.368 -0.932 -6.613 0.0 0.0 0.0 -0.496
C 1.555 -1.159 -5.834 -0.1 0.0 0.1 -0.242
C 0.529 -1.499 -4.884 0.1 0.0 -0.1 0.006
C -0.633 -2.139 -5.301 0.0 0.0 0.0 -0.454
C -1.554 -2.520 -4.343 0.0 0.0 0.0 -1.003
C -1.292 -2.227 -3.014 0.0 0.0 0.0 -0.231
N -0.205 -1.566 -2.612 0.1 0.1 0.0 0.524
C 0.694 -1.225 -3.530 0.0 0.0 0.1 -0.121
H -0.795 -2.341 -6.351 0.0 0.0 0.0 0.533
H -2.459 -3.045 -4.614 0.0 0.0 0.0 0.536
H -1.972 -2.548 -2.233 0.0 0.1 0.0 0.107
H 1.592 -0.724 -3.181 0.0 0.0 0.0 0.764
S -2.445 -4.282 0.368 0.0 0.1 0.0 -0.409
C -1.871 -2.771 0.279 -0.1 -0.1 0.1 0.637
N -1.472 -1.671 0.229 -0.1 -0.3 0.0 -0.179
C -0.450 4.580 4.302 0.0 0.0 0.0 -0.533
C -0.939 3.489 5.004 0.0 0.0 0.0 -0.749
C -1.489 2.406 4.328 0.0 0.0 0.0 -0.536
C -1.568 2.411 2.939 0.0 0.0 -0.1 0.714
C -1.030 3.493 2.241 0.0 0.0 0.0 -0.119
C -0.488 4.577 2.915 0.0 0.0 0.0 -0.918
As -2.229 0.903 1.877 0.0 0.1 -0.1 1.567
C -2.933 -0.241 3.283 0.0 0.0 0.0 0.179
C -3.904 0.235 4.167 0.0 0.0 0.0 -0.284
C -4.383 -0.573 5.184 0.0 0.0 0.0 -0.850
C -3.899 -1.869 5.331 0.0 0.0 0.0 -0.599
C -2.941 -2.351 4.454 0.0 0.0 0.0 -0.938
C -2.458 -1.538 3.434 0.0 0.0 0.0 -0.329
C -3.900 1.604 1.134 0.0 0.1 0.0 0.112
C -3.841 2.731 0.313 0.0 0.0 0.0 0.014
C -4.979 3.214 -0.314 0.0 0.0 0.0 -0.904
C -6.194 2.562 -0.147 0.0 0.0 0.0 -0.519
C -6.255 1.415 0.632 0.0 0.0 0.0 -0.879
C -5.114 0.935 1.265 0.0 0.0 0.0 -0.136
H -0.023 5.422 4.832 0.0 0.0 0.0 0.391
H -0.895 3.476 6.086 0.0 0.0 0.0 0.425
H -1.856 1.561 4.895 0.0 0.0 0.0 0.365
H -1.017 3.488 1.157 0.0 0.0 0.0 0.088
H -0.086 5.413 2.357 0.0 0.0 0.0 0.452
H -4.288 1.242 4.058 0.0 0.0 0.0 0.559
H -5.135 -0.193 5.864 0.0 0.0 0.0 0.421
H -4.277 -2.501 6.124 0.0 0.0 0.0 0.388
H -2.572 -3.364 4.549 0.0 0.0 0.0 0.449
H -1.731 -1.940 2.742 0.0 0.0 0.0 -0.006
H -2.898 3.239 0.154 0.0 0.0 0.0 0.188
H -4.917 4.097 -0.937 0.0 0.0 0.0 0.458
H -7.085 2.940 -0.630 0.0 0.0 0.0 0.415
H -7.194 0.890 0.751 0.0 0.0 0.0 0.413
H -5.177 0.030 1.856 0.0 0.0 0.0 0.433
```
Positions in Å, forces in eV/Å.

As for the orbital gap (alpha / beta): 6.88 / 6.90 eV. The expectation value of S² is 0.76. The LUMO energy (alpha / beta) comes out at -1.21 / -1.19 eV. The HOMO energy (alpha / beta) is -8.09 / -8.09 eV. The multiplicity is 2.


Calculated values (kJ/mol) of energy relative to the best compared isomer or geometry (same formula, charge and spin) for the records, taken in order: 77.92 4.24.